(1)
Here is one molecule with the formula C5H12O from OMol25. Energies are from ωB97M-V/def2-TZVPD.

## Properties
E_LUMO	0.97	eV
orbital gap	10.66	eV
total charge	0
ΔE to the lowest compared entry with this formula, charge and spin	48.4	kJ/mol
DFT total energy	-272.93023	hartree

The geometry in XYZ format:
```
18
Properties=species:S:1:pos:R:3:mulliken_charge:R:1
C -1.991 -0.665 0.146 -0.7405
O -0.731 -0.741 0.767 -0.4338
C 0.318 -0.001 0.136 1.6807
C 0.573 -0.517 -1.292 -1.5376
C 0.005 1.502 0.132 -1.6666
C 1.545 -0.269 1.012 -1.6090
H -1.943 -0.943 -0.914 0.2915
H -2.451 0.333 0.224 0.2428
H -2.630 -1.387 0.661 0.3059
H -0.325 -0.510 -1.920 0.3974
H 1.313 0.118 -1.794 0.3824
H 0.951 -1.547 -1.265 0.3552
H -0.803 1.757 -0.564 0.4033
H -0.284 1.833 1.137 0.4027
H 0.896 2.067 -0.165 0.4015
H 1.529 0.339 1.923 0.3742
H 1.561 -1.322 1.310 0.3949
H 2.468 -0.044 0.466 0.3551
```

(2)
Here is one molecule with the formula C2HN3O3 from OMol25. Energies are from ωB97M-V/def2-TZVPD.

## Properties
E_LUMO	-2.15	eV
orbital gap	9.22	eV
total charge	0
ΔE to the lowest compared entry with this formula, charge and spin	732.2	kJ/mol
DFT total energy	-466.58897	hartree

The geometry in XYZ format:
```
9
Properties=species:S:1:pos:R:3:mulliken_charge:R:1
C 0.081 0.101 0.094 0.3900
C -1.815 -0.757 0.724 0.0885
H -2.549 -1.584 0.892 0.3602
N 1.239 0.191 -0.750 0.7633
N -0.550 0.998 0.881 -0.2493
N -1.935 0.488 1.110 -0.2813
O 1.284 -0.651 -1.726 -0.4226
O 2.027 1.017 -0.135 -0.4128
O -0.602 -1.143 0.049 -0.2360
```